44
Properties=species:S:1:pos:R:3:forces:R:3 method="wB97M-V/def2-TZVPD" energy_ha=-1909.2613 charge=+1 lumo_energy_ev=-5.638
C 3.040 -0.060 1.315 -0.08 0.01 0.05
C 2.655 0.360 -0.115 0.16 -1.58 0.55
Si 1.216 1.504 -0.314 2.88 2.17 -0.25
C 1.713 3.131 0.581 -0.69 0.76 1.10
C 1.154 1.981 -2.097 -1.25 -0.10 -1.37
C 0.832 0.858 -3.100 -0.23 -0.16 0.05
H -0.344 0.822 0.324 0.22 -0.68 -0.31
H 3.829 -0.828 1.337 -0.29 0.29 -0.14
H 3.407 0.804 1.881 -0.13 -0.19 -0.01
H 2.161 -0.468 1.813 0.09 -0.05 0.29
H 3.567 0.787 -0.571 -0.72 0.40 -0.23
H 2.435 -0.537 -0.706 0.13 -0.06 0.00
H 2.675 3.638 0.219 -1.21 -1.26 -0.01
H 0.915 3.919 0.454 0.73 -0.76 0.29
H 1.875 2.969 1.686 -0.31 0.22 -1.03
H 0.413 2.785 -2.220 0.12 -0.09 0.01
H 2.109 2.423 -2.431 -0.03 -0.04 0.88
H 0.796 1.212 -4.140 0.01 0.02 0.37
H 1.587 0.064 -3.059 -0.20 0.07 0.02
H -0.148 0.435 -2.852 0.14 -0.15 -0.25
Cl -3.704 -0.881 -4.729 -0.26 0.06 -0.24
C -3.225 -0.779 -3.086 0.21 -0.18 -0.19
C -3.735 0.231 -2.272 0.74 -0.66 0.50
C -3.193 0.372 -0.987 -0.15 -0.01 -1.11
C -2.139 -0.439 -0.537 0.63 0.16 -0.59
C -1.321 -0.004 0.639 -2.44 1.03 1.41
C -0.943 -0.926 1.751 0.73 0.24 0.03
C -1.049 -0.478 3.079 0.57 -0.19 0.44
C -0.368 -1.107 4.118 0.05 -0.27 -0.33
C 0.400 -2.227 3.818 0.40 -0.50 -0.44
Cl 1.420 -2.928 5.010 -0.01 -0.01 0.30
C 0.425 -2.807 2.543 -0.79 1.00 -0.20
C -0.294 -2.142 1.539 0.88 -0.92 -0.47
C -1.779 -1.528 -1.340 0.45 -0.51 -0.81
C -2.286 -1.706 -2.639 0.27 0.33 1.11
H -4.475 0.903 -2.684 -0.08 0.00 0.26
H -3.628 1.147 -0.392 0.18 0.48 0.51
H -1.870 0.870 1.106 0.57 -0.86 -0.44
H -1.639 0.371 3.363 -0.15 0.55 -0.28
H -0.350 -0.731 5.141 -0.26 -0.02 -0.36
H 1.040 -3.679 2.317 -0.36 0.21 0.18
H -0.267 -2.596 0.538 0.16 0.40 0.66
H -1.023 -2.243 -1.004 -0.29 0.49 -0.31
H -1.884 -2.489 -3.294 -0.40 0.35 0.35